# C45H60BN7O2PS3W

C45H60BN7O2PS3W as an isolated structure at a distorted geometry (ωB97M-V with the def2-TZVPD basis set, the OMol25 dataset).

Last column: Mulliken charge in e.
Element x y z (Å)
1 W 0.746 1.062 -1.641  0.2159
2 C -4.622 0.599 -0.975  -1.8295
3 C -3.638 -0.100 -0.106  0.3144
4 C -4.017 -0.907 0.951  -0.9583
5 C -3.017 -1.509 1.738  -0.1627
6 N -1.741 -1.341 1.477  -0.2647
7 N -1.348 -0.584 0.441  0.5020
8 B 0.162 -0.547 0.107  -0.2803
9 N 0.624 -1.917 -0.495  0.3186
10 N 1.078 -2.776 0.410  0.1592
11 C 1.452 -3.980 0.063  -0.1901
12 C 1.341 -4.425 -1.270  -0.7728
13 C 0.918 -3.536 -2.235  0.1942
14 C 0.878 -3.869 -3.684  -1.8836
15 C 0.591 -2.230 -1.817  1.1875
16 S 0.218 -1.024 -2.963  -0.4434
17 C 2.077 -4.800 1.171  2.4059
18 C 1.072 -4.909 2.321  -1.2150
19 C 2.483 -6.199 0.709  -2.3571
20 C 3.327 -4.024 1.605  -1.5217
21 N 1.069 -0.240 1.298  0.7662
22 N 0.637 -0.291 2.553  -0.4648
23 C 1.440 0.017 3.544  0.0471
24 C 2.758 0.457 3.328  -0.9761
25 C 3.242 0.495 2.032  -0.2886
26 C 4.613 0.964 1.692  -1.9754
27 C 2.364 0.107 1.014  1.7276
28 S 2.873 0.082 -0.629  -0.6282
29 C 0.865 -0.177 4.929  2.2649
30 C -0.406 0.675 5.049  -1.5991
31 C 1.831 0.234 6.042  -2.2808
32 C 0.574 -1.680 5.070  -1.1478
33 C -2.267 0.045 -0.351  0.2674
34 S -1.772 1.068 -1.647  -0.0239
35 C -3.376 -2.364 2.940  2.6298
36 C -4.882 -2.585 3.089  -2.5210
37 C -2.682 -3.722 2.806  -1.7205
38 C -2.886 -1.640 4.195  -1.4624
39 H -5.636 0.423 -0.633  0.4368
40 H -4.519 0.249 -2.000  0.3278
41 H -4.415 1.668 -0.988  0.3524
42 H -5.063 -1.058 1.155  0.6100
43 H 1.618 -5.425 -1.556  0.6315
44 H 1.098 -4.919 -3.849  0.4236
45 H 1.606 -3.261 -4.223  0.3687
46 H -0.099 -3.627 -4.099  0.3526
47 H 0.179 -5.434 1.988  0.4207
48 H 0.787 -3.918 2.661  -0.2598
49 H 1.506 -5.458 3.152  0.5163
50 H 1.623 -6.764 0.360  0.4700
51 H 2.925 -6.739 1.543  0.4018
52 H 3.225 -6.150 -0.085  0.4716
53 H 3.047 -3.039 1.969  0.0841
54 H 3.997 -3.899 0.756  0.4138
55 H 3.857 -4.558 2.388  0.4542
56 H 3.386 0.776 4.139  0.6494
57 H 5.144 1.292 2.580  0.4924
58 H 4.552 1.787 0.980  0.3525
59 H 5.175 0.165 1.211  0.3779
60 H -0.137 1.725 5.136  0.4340
61 H -0.968 0.390 5.934  0.3873
62 H -1.033 0.557 4.172  0.2049
63 H 2.075 1.293 5.993  0.4443
64 H 2.750 -0.347 6.007  0.4327
65 H 1.353 0.044 6.999  0.4429
66 H 0.096 -2.066 4.175  -0.1419
67 H -0.066 -1.861 5.928  0.3776
68 H 1.506 -2.223 5.216  0.3860
69 H -5.304 -3.091 2.225  0.4792
70 H -5.402 -1.643 3.244  0.5068
71 H -5.059 -3.205 3.965  0.4286
72 H -3.095 -4.267 1.960  0.4176
73 H -2.839 -4.313 3.706  0.4407
74 H -1.617 -3.589 2.651  0.1858
75 H -3.433 -0.710 4.332  0.4510
76 H -1.833 -1.420 4.101  -0.0382
77 H -3.046 -2.266 5.069  0.4867
78 O 4.031 1.991 -4.162  -0.6565
79 C 2.958 2.031 -3.625  0.1102
80 O 2.342 1.035 -3.071  -0.8937
81 C 2.105 3.325 -3.583  -1.1777
82 P 0.405 2.651 -3.533  0.9611
83 C -0.707 4.072 -3.726  1.0642
84 C -2.065 3.822 -3.911  -0.0417
85 C -2.939 4.872 -4.118  -1.0367
86 C -2.467 6.176 -4.140  -0.5641
87 C -1.118 6.426 -3.949  -0.9341
88 C -0.236 5.380 -3.739  -0.1675
89 C 0.165 1.757 -5.103  1.3302
90 C 0.975 1.946 -6.216  -0.8557
91 C 0.740 1.214 -7.366  -0.7743
92 C -0.302 0.304 -7.419  -0.6610
93 C -1.122 0.124 -6.317  -0.8523
94 C -0.891 0.847 -5.164  -0.5040
95 H 2.332 3.977 -4.427  0.7077
96 H 2.291 3.860 -2.644  0.4014
97 H -2.426 2.804 -3.894  0.2999
98 H -3.987 4.666 -4.271  0.4551
99 H -3.150 6.995 -4.305  0.4163
100 H -0.746 7.440 -3.972  0.4420
101 H 0.815 5.586 -3.596  0.3481
102 H 1.792 2.649 -6.195  0.3830
103 H 1.383 1.354 -8.220  0.4485
104 H -0.478 -0.265 -8.318  0.4198
105 H -1.934 -0.587 -6.352  0.4839
106 H -1.529 0.700 -4.299  0.3612
107 C 0.539 3.083 1.839  -1.3744
108 C 0.366 3.484 0.361  1.8504
109 C -1.121 3.810 0.111  -1.3246
110 C 1.209 4.739 0.063  -1.7327
111 N 0.736 2.415 -0.483  0.4431
112 H 0.108 3.847 2.480  0.6199
113 H 1.593 2.974 2.083  0.2640
114 H 0.025 2.141 2.023  0.0400
115 H -1.405 4.689 0.683  0.5870
116 H -1.740 2.971 0.423  0.1620
117 H -1.294 3.998 -0.949  0.1503
118 H 0.920 5.539 0.740  0.4899
119 H 1.035 5.073 -0.959  0.2672
120 H 2.269 4.532 0.199  0.3376

Cartesian forces (eV/Å) of the 3 atoms listed first:
W 1.1 1.0 2.6
C 0.0 0.0 0.0
C -0.8 -0.8 1.0

Kohn-Sham gap (eV): 7.13
Net charge: +1
Calculated total energy (eV): -106461.4510
Energy above the lowest of the compared OMol25 structures with the same formula, charge and spin (kJ/mol): 44.1
HOMO (hartree): -0.372